# 1
26
Properties=species:S:1:pos:R:3:forces:R:3:mulliken_charge:R:1 method="wB97M-V/def2-TZVPD" total_charge=+1 homo_energy_ev="-9.7 / -11.1"
C 3.0906 1.5352 0.4835 -0.51 1.52 1.58 -0.36
C 3.0160 0.1628 0.3985 3.04 -0.11 1.31 -0.76
C 2.0196 2.3012 0.0004 0.72 -0.94 0.19 -0.83
C 1.9778 -0.4316 -0.2673 0.02 -1.59 -1.04 -0.38
C 0.9206 1.6513 -0.5925 0.62 -1.80 -0.59 0.75
C 0.9265 0.2348 -0.8332 -1.04 -0.30 0.75 0.39
C -0.3104 2.2177 -0.6440 -1.43 0.91 1.32 0.46
C -0.3806 -0.5848 -1.2009 3.62 0.52 0.10 -1.18
C -1.4440 -0.0290 0.8552 1.69 0.76 0.96 -0.19
C -1.8428 -2.2832 -0.3769 0.96 -1.74 -1.14 -0.90
N -2.7002 0.3222 0.6315 -3.00 -1.42 -1.53 -0.29
N -0.9554 -1.1775 0.0397 -1.26 1.01 -1.46 0.20
O -1.2299 2.8998 -0.6424 -0.19 0.12 -0.66 -0.29
I -0.8256 -0.2285 2.9135 0.25 -0.23 0.07 0.00
H 3.8007 2.0579 1.2063 -0.62 -0.85 -1.56 0.32
H 3.8854 -0.4271 0.8838 -1.85 0.75 -0.97 0.30
H 2.0342 3.3448 0.1768 -0.29 0.85 0.03 0.48
H 2.0610 -1.5066 -0.3439 -0.34 -0.30 -0.12 0.46
H -1.1572 0.0422 -1.5306 -0.86 0.57 -1.24 0.45
H -0.0571 -1.4216 -1.8611 -0.57 0.85 0.18 0.56
H -2.8395 -1.8856 -0.4042 -0.38 -0.29 -1.13 0.34
H -1.3461 -2.8992 -1.2733 -1.69 2.00 1.43 0.30
H -1.8396 -3.0515 0.3525 -0.07 -0.44 1.31 0.41
H -3.4237 -0.4081 0.5420 0.37 0.37 0.19 0.08
H -3.1702 1.1332 0.9784 0.71 0.73 0.31 0.26
H -0.2100 -1.5688 0.5082 2.10 -0.97 1.72 0.39



# 2
6
Properties=species:S:1:pos:R:3:forces:R:3:mulliken_charge:R:1 method="wB97M-V/def2-TZVPD" spin_multiplicity=3 s_squared=2.01 homo_energy_ev="-7.2 / -9.3"
C -1.3495 0.9082 -0.7662 5.91 -2.49 2.30 -0.36
C -0.2648 0.0815 -0.2049 -5.57 3.06 -2.85 0.08
P 1.3340 0.1180 0.4491 1.44 -1.57 -1.64 -0.14
H -2.3963 0.8264 -0.7048 -1.18 -0.44 -0.16 0.29
H 1.8652 -1.2291 -0.1540 -0.54 2.05 0.32 0.08
H 0.8113 -0.7050 1.3808 -0.06 -0.62 2.03 0.07



Going through the records in order, we get energy values of -870.27876, -419.07678 hartree.
Going through the records in order, we get F_max values of 3.662, 6.969 eV/A.
Going through the records in order, we get energy relative to the best compared isomer or geometry (same formula, charge and spin) values of 369.0, 274.7 kJ/mol.